C6H5N in the gas phase in a non-equilibrium geometry. Source: OMol25; level of theory: the ωB97M-V functional and the def2-TZVPD basis.

Last columns: bonded neighbours and bond lengths (Å).
Atoms and positions in Å:
1 C -1.552 -2.127 -0.375  C2 1.213, H8 1.079
2 C -0.578 -1.470 -0.074  C1 1.213, C3 1.478
3 C 0.695 -0.798 0.258  C2 1.478, N4 1.408, C5 1.667, H9 1.084
4 N 1.469 -0.225 -0.771  C3 1.408, C5 1.418, H10 1.004
5 C 1.101 0.813 0.122  C3 1.667, N4 1.418, C6 1.442, H11 1.112
6 C -0.088 1.620 0.249  C5 1.442, C7 1.205
7 C -1.059 2.253 0.578  C6 1.205, H12 1.067
8 H -2.449 -2.671 -0.628  C1 1.079
9 H 1.196 -1.259 1.102  C3 1.084
10 H 1.208 -0.283 -1.739  N4 1.004
11 H 2.008 1.361 0.455  C5 1.112
12 H -1.951 2.785 0.823  C7 1.067

Properties
Kohn-Sham gap ... 9.82 eV
Multiplicity ... 1
Energy relative to the best compared isomer or geometry (same formula, charge and spin) ... 4.769 eV
HOMO ... -0.324 Ha
SMILES ... C#C[C@@H]1N[C@@H]1C#C